No. 1
This record from the Open Molecules 2025 dataset describes 2 unconnected molecules or ions with the total composition C4H3O2 in a non-equilibrium geometry. The level of theory is wB97M-V/def2-TZVPD.

Values from the calculation:
DFT total energy in eV: -8289.6844
HOMO energy in eV: -2.40
Energy relative to the best compared isomer or geometry (same formula, charge and spin) in kcal/mol: 26.55
Charge: -1
Gap between HOMO and LUMO in eV: 6.794
Max |F| in hartree/bohr: 0.10132
LUMO in eV: 4.397

The geometry in XYZ format:
```
9
Properties=species:S:1:pos:R:3:forces:R:3
C -1.4550 -0.3580 -0.1410 0.06 -0.43 -0.48
C -2.4159 1.9249 -0.1721 -0.50 0.43 0.70
C -2.3867 -1.2081 -0.2200 -1.01 1.12 1.07
C 0.0054 -0.3442 -0.4214 -0.71 -1.08 5.05
O -3.0721 2.1464 0.7459 0.55 -0.37 -0.78
O -3.4764 -1.7380 -0.0840 0.26 -0.56 -0.50
H 0.2064 -1.3838 -0.6072 1.06 -0.37 -0.28
H 0.5636 -0.0287 0.6320 -0.79 -0.54 -2.81
H 0.2415 0.2516 -1.2152 1.09 1.80 -1.97
```
Forces are in eV/Å.

No. 2
This record from the Open Molecules 2025 dataset describes a molecular structure, C4H3O2Sm in a non-equilibrium geometry. The level of theory is wB97M-V/def2-TZVPD.

Values from the calculation:
DFT total energy in eV: -26184.1811
HOMO energy (alpha / beta) in eV: -12.10 / -12.64
2S+1: 7
Energy relative to the best compared isomer or geometry (same formula, charge and spin) in kcal/mol: 0.00
Charge: +1
<S²>: 12.008
Gap between HOMO and LUMO (alpha / beta) in eV: 7.361 / 7.942
Max |F| in hartree/bohr: 0.07383
LUMO (alpha / beta) in eV: -4.741 / -4.702

The geometry in XYZ format:
```
10
Properties=species:S:1:pos:R:3:forces:R:3
O 1.3159 -1.3452 -0.8386 -0.77 2.95 0.62
C 0.7560 -0.2278 -1.0719 -2.92 -2.25 -0.93
C -0.2498 -0.0239 -2.2128 1.43 0.60 -0.47
C -0.6202 0.9997 -1.1978 1.63 -1.02 1.48
C -1.4145 1.3165 -0.1481 -0.25 -1.59 0.96
H -0.9587 -0.8452 -2.4091 0.40 0.33 0.07
H 0.2750 0.3609 -3.1004 -0.49 -0.08 0.00
H -2.3706 1.8390 -0.2948 0.37 -0.03 -0.21
Sm 0.4365 -0.4138 1.5371 1.55 -1.10 0.14
O -1.1788 0.8735 1.0993 -0.97 2.18 -1.66
```
Forces are in eV/Å.

No. 3
This record from the Open Molecules 2025 dataset describes a single C4H3PS molecule in a non-equilibrium geometry. The level of theory is wB97M-V/def2-TZVPD.

Values from the calculation:
DFT total energy in eV: -24315.5407
SMILES: C1=C2S[C@H]3C[P@@]=123
HOMO energy in eV: -8.72
Energy relative to the best compared isomer or geometry (same formula, charge and spin) in kcal/mol: 27.88
Gap between HOMO and LUMO in eV: 8.917
Max |F| in hartree/bohr: 0.07215
LUMO in eV: 0.200

The geometry in XYZ format:
```
9
Properties=species:S:1:pos:R:3:forces:R:3
C 0.5857 -2.2100 -2.3164 0.11 0.93 0.15
C 0.8262 -0.9667 -2.3997 -0.32 -0.22 -1.08
S 0.9838 0.7539 -2.3353 -0.68 -0.90 1.27
C 0.8194 0.3527 -0.5213 0.40 -0.34 -0.24
C -0.3612 -0.3479 0.1055 2.52 -0.49 -2.67
P 0.9715 -1.6426 -0.5060 -0.55 1.21 1.38
H 1.4986 0.9773 0.0486 -0.10 -0.30 0.17
H -0.3938 -0.2957 1.1428 0.02 0.11 1.74
H -1.2763 -0.3170 -0.3944 -1.40 -0.01 -0.71
```
Forces are in eV/Å.

No. 4
This record from the Open Molecules 2025 dataset describes 2 unconnected molecules or ions with the total composition C4H4 in a non-equilibrium geometry. The level of theory is wB97M-V/def2-TZVPD.

Values from the calculation:
DFT total energy in eV: -4200.2285
HOMO energy (alpha / beta) in eV: -9.80 / -9.09
Energy relative to the best compared isomer or geometry (same formula, charge and spin) in kcal/mol: 228.99
Gap between HOMO and LUMO (alpha / beta) in eV: 8.227 / 7.242
Max |F| in hartree/bohr: 0.15229
LUMO (alpha / beta) in eV: -1.573 / -1.843

The geometry in XYZ format:
```
8
Properties=species:S:1:pos:R:3:forces:R:3
C 0.2249 1.8636 -2.8701 1.18 4.66 -4.57
C 0.0220 1.0380 -2.0655 -1.51 -5.36 5.50
C -0.5741 -0.5395 -0.1737 0.78 0.84 0.01
C 0.2211 -0.4257 1.0187 0.40 -1.26 1.00
H -1.4109 -1.2045 -0.0278 -0.55 -0.46 -0.28
H 1.1709 -0.0387 0.8957 2.35 0.97 -1.36
H 0.4843 -1.2209 1.7911 -1.72 0.58 -0.70
H -0.1383 0.5276 1.4317 -0.93 0.03 0.39
```
Forces are in eV/Å.

No. 5
This record from the Open Molecules 2025 dataset describes 3 unconnected molecules or ions with the total composition C4H4 in a non-equilibrium geometry. The level of theory is wB97M-V/def2-TZVPD.

Values from the calculation:
DFT total energy in eV: -4205.2382
HOMO energy in eV: -10.10
Energy relative to the best compared isomer or geometry (same formula, charge and spin) in kcal/mol: 113.47
Gap between HOMO and LUMO in eV: 10.543
Max |F| in hartree/bohr: 0.13152
LUMO in eV: 0.441

The geometry in XYZ format:
```
8
Properties=species:S:1:pos:R:3:forces:R:3
C -1.2676 -1.4744 0.6275 -5.66 -2.28 -2.91
C -0.5468 -1.1637 1.4942 3.86 1.72 3.90
C 0.4779 0.8159 -1.0843 1.33 3.19 -0.67
C 1.3214 1.7065 -1.4260 1.09 -1.14 2.16
H -2.2786 -1.8559 0.1799 2.88 1.01 0.61
H 0.1834 -0.8220 2.2762 -1.22 -0.62 -1.47
H -0.4844 0.2604 -0.7226 2.59 1.25 -1.10
H 2.5948 2.5331 -1.3449 -4.86 -3.14 -0.51
```
Forces are in eV/Å.

No. 6
This record from the Open Molecules 2025 dataset describes 17 unconnected molecules or ions with the total composition C4H41NO16 in a non-equilibrium geometry. The level of theory is wB97M-V/def2-TZVPD.

Values from the calculation:
DFT total energy in eV: -39062.9100
HOMO energy in eV: -8.65
Energy relative to the best compared isomer or geometry (same formula, charge and spin) in kcal/mol: 66.55
Gap between HOMO and LUMO in eV: 8.377
Max |F| in hartree/bohr: 0.03697
LUMO in eV: -0.274

The geometry in XYZ format:
```
62
Properties=species:S:1:pos:R:3:forces:R:3
C 1.2597 -2.6424 3.1394 -1.62 -0.52 0.32
C 0.9063 -2.3103 1.6823 0.53 1.47 0.06
C 2.0827 -2.2955 0.7417 -0.59 -1.51 -0.31
C 1.8776 -2.8028 -0.4938 0.40 0.44 -0.10
N 3.2954 -1.9478 1.2748 -0.59 0.03 -0.16
H 0.5132 -2.1130 3.7307 0.49 0.46 0.32
H 1.0603 -3.6412 3.5079 0.28 -0.71 -0.64
H 2.2691 -2.3915 3.4350 -0.05 0.30 -0.01
H 0.0434 -2.7103 1.1537 0.12 -1.06 0.59
H 0.5312 -1.2954 1.7621 0.42 0.57 -0.16
H 0.9033 -3.1690 -0.7832 -0.05 -0.15 0.20
H 2.6790 -2.9070 -1.2066 0.27 0.05 -0.18
H 3.2441 -1.3178 2.0563 0.44 0.00 0.00
H 4.1250 -2.0277 0.7180 0.06 0.31 0.02
H 1.4107 -2.2031 -4.0685 -0.14 0.16 -0.23
H 0.9569 -2.0115 -2.6599 -0.04 0.52 0.22
O 0.9517 -1.5495 -3.5191 0.62 -1.13 0.07
H -0.4480 0.8158 -4.7022 -0.46 0.17 0.09
H 0.7255 1.7178 -4.7058 0.35 0.20 0.49
O -0.0940 1.5726 -4.2105 -0.05 -0.15 -1.08
H -2.4366 2.3341 1.5213 0.21 -0.09 -0.30
H -2.0584 2.9746 2.9065 0.17 -0.06 -0.25
O -2.7181 2.4668 2.4278 -0.41 0.39 0.52
H -4.2916 1.0750 2.5443 0.22 0.21 0.08
H -3.6281 0.7939 3.8839 -0.09 0.42 -0.14
O -4.3216 0.4800 3.2981 -0.17 -0.93 0.20
H -3.2437 2.5989 -0.3784 0.14 -0.07 -0.36
H -2.4634 1.3789 -0.9124 0.17 0.34 -0.45
O -3.0467 1.6676 -0.2231 -0.69 0.05 1.02
H 3.4422 0.4352 -4.1563 0.13 0.18 -0.02
H 2.0737 -0.2212 -3.9895 -0.01 0.41 0.07
O 2.5090 0.5836 -4.3251 0.04 -0.29 -0.09
H 0.2026 2.6015 -1.0247 -0.07 0.16 -0.13
H -0.5379 2.8035 -2.4247 0.49 -0.24 -0.12
O -0.6448 2.7129 -1.4728 -0.87 0.07 -0.24
H 1.6776 -0.2982 -0.3248 0.53 0.68 0.66
H 1.3450 0.0925 -1.6047 -0.02 1.24 -0.23
O 1.8136 0.5154 -0.8546 -0.35 -1.56 -0.32
H 2.2023 1.4978 3.5400 -0.20 0.20 -0.20
H 3.2948 0.7790 2.7193 -0.06 0.38 0.00
O 2.6631 0.6662 3.4349 0.39 -0.65 0.14
H -0.4899 1.4458 1.5011 -0.19 -0.12 -0.07
H -0.4121 0.2752 2.4850 -0.20 0.40 -0.04
O -0.0666 1.1745 2.3198 0.53 0.30 -0.11
H -2.4805 -0.7668 2.9177 -0.11 0.21 -0.88
H -1.3779 -1.0376 3.7957 0.64 -0.29 0.01
O -1.5295 -0.9772 2.8429 -1.08 -0.22 1.04
H -0.8517 -1.5767 -3.4840 -0.56 0.62 0.56
H -1.8851 -2.1518 -4.3033 -0.85 0.07 0.07
O -1.8246 -1.5347 -3.5561 0.49 -1.23 -1.36
H -2.6991 -3.0399 0.5681 -0.06 0.27 0.30
H -2.4840 -4.1648 -0.3786 0.04 -0.24 0.06
O -2.4634 -3.9701 0.5657 0.06 0.03 -0.38
H -1.2428 0.6397 -1.6732 0.16 0.07 0.38
H -0.3950 0.5940 -2.8902 0.09 -0.30 0.50
O -0.6582 0.0406 -2.1242 0.57 0.01 0.00
H 1.1714 2.4064 1.2669 0.05 -0.25 0.06
H 1.6338 2.4272 -0.1898 0.44 -0.19 0.62
O 1.2845 2.9995 0.5154 0.08 0.16 -0.41
H -1.0867 4.8866 0.2261 0.10 0.32 0.05
H -1.0802 4.3949 -1.1712 0.05 0.39 0.17
O -1.1882 5.2267 -0.6707 -0.23 -0.28 0.07
```
Forces are in eV/Å.

Look up the DFT total energy of the fourth one.
-4200.2285 eV